(1)
Below is a structure of composition C17H24CuN5O3S, with properties calculated with ωB97M-V/def2-TZVPD.

Summary:
Net charge: +1
Frontier orbital gap (alpha / beta) (Eh): 0.2873 / 0.2323
Spin multiplicity: 2
LUMO (alpha / beta) (eV): -3.20 / -4.69
E_HOMO (alpha / beta) (eV): -11.0 / -11.0

Structure (XYZ):
```
51
Properties=species:S:1:pos:R:3:nbo_charge:R:1
Cu 0.45835 -0.37428 0.88975 1.40
C 0.24739 -3.03743 2.04005 -0.24
C -0.85153 -2.14435 2.59869 -0.25
N -0.33272 -0.76846 2.78925 -0.67
C -1.39428 0.22310 3.08208 -0.26
C -2.07526 0.63295 1.79531 0.21
C -3.30378 1.24822 1.69920 -0.24
C -3.77813 1.56149 0.42590 -0.11
C -3.05300 1.21544 -0.70111 -0.23
C -1.83577 0.56980 -0.53030 0.26
C -0.99382 0.03619 -1.64858 -0.31
N 0.32227 -0.46641 -1.16002 -0.74
C 0.60248 -1.86960 -1.54160 -0.24
C 0.11152 -2.80485 -0.45211 -0.25
N 0.81446 -2.45714 0.80654 -0.71
N -1.37430 0.34048 0.69769 -0.60
H 1.05353 -3.12369 2.77101 0.22
H -0.14421 -4.04336 1.86964 0.22
H -1.68712 -2.08267 1.89906 0.21
H -1.23646 -2.55525 3.53493 0.22
H 0.33537 -0.76897 3.55325 0.40
H -2.12438 -0.17410 3.79164 0.22
H -0.92804 1.09304 3.54844 0.24
H -3.87966 1.48206 2.58404 0.24
H -4.73042 2.06356 0.31833 0.24
H -3.41580 1.43104 -1.69690 0.26
H -1.53771 -0.77858 -2.13444 0.23
H -0.83980 0.79015 -2.42850 0.32
H 1.01693 0.09122 -1.65873 0.50
H 0.16286 -2.09600 -2.51299 0.25
H 1.68400 -1.96647 -1.66107 0.22
H -0.96078 -2.66465 -0.28965 0.20
H 0.27267 -3.85064 -0.72275 0.22
H 1.78512 -2.73694 0.71633 0.40
N 2.15341 0.95564 1.53118 -0.91
C 2.24506 1.59133 0.23631 0.19
C 3.16647 1.12104 -0.68973 -0.30
C 2.94556 1.36282 -2.03652 -0.16
C 1.80047 2.04493 -2.43906 -0.34
C 1.01910 2.69199 -1.49432 -0.18
C 1.24312 2.47005 -0.14170 -0.31
S 1.07058 1.61026 -4.03199 2.42
O 1.01563 0.15180 -3.82482 -1.05
O -0.25289 2.21422 -3.96293 -1.01
O 1.94390 2.04525 -5.08139 -0.95
H 1.90312 1.62039 2.25633 0.39
H 3.04090 0.54105 1.79604 0.40
H 3.99424 0.49505 -0.37315 0.22
H 3.58557 0.91520 -2.78644 0.26
H 0.16719 3.26847 -1.83094 0.26
H 0.56859 2.88565 0.60076 0.22
```


(2)
Below is a cluster of 8 separate species, C52H132F2N6O9P2S2 in total, with properties calculated with ωB97M-V/def2-TZVPD.

Summary:
Net charge: +6
Energy relative to the best compared isomer or geometry (same formula, charge and spin) (kcal per mole): 0.0
Frontier orbital gap (Eh): 0.3388
Spin multiplicity: 1
LUMO (eV): -11.19
E_HOMO (eV): -20.4

Structure (XYZ):
```
205
Properties=species:S:1:pos:R:3:lowdin_charge:R:1
C -2.89611 0.32721 14.98908 -0.02
C -4.23796 0.73879 14.44067 -0.29
C -5.18589 1.32062 15.44678 -0.21
O -6.41464 1.50994 14.81084 -0.17
C -7.37793 2.17973 15.60116 -0.07
N -4.01588 1.75774 13.31077 0.23
H -3.81596 1.21758 12.46827 0.17
H -4.84795 2.30977 13.09556 0.16
H -3.20465 2.36508 13.52436 0.09
H -2.97609 -0.55682 15.61950 0.11
H -2.42156 1.08744 15.61874 0.07
H -2.17669 0.11299 14.19530 0.10
H -4.70813 -0.09757 13.92555 0.17
H -4.81126 2.19442 15.99874 0.12
H -5.27423 0.52224 16.20465 0.16
H -8.24069 2.36183 14.96646 0.10
H -6.98356 3.16247 15.90210 0.08
H -7.67634 1.62500 16.49243 0.10
C 4.85502 5.22609 9.99229 -0.02
C 4.61853 6.37614 10.93834 -0.31
C 3.47502 6.18322 11.90012 -0.20
O 3.17991 7.43432 12.47259 -0.17
C 2.21447 7.40105 13.52501 -0.07
N 5.90596 6.62673 11.70682 0.24
H 5.83748 7.38243 12.39384 0.18
H 6.19124 5.78653 12.21627 0.18
H 6.64817 6.86545 11.04320 0.19
H 5.32455 4.36737 10.47986 0.10
H 5.50448 5.54207 9.17631 0.10
H 3.91641 4.85498 9.58806 0.09
H 4.47100 7.30396 10.38525 0.17
H 3.68332 5.41665 12.66204 0.15
H 2.59704 5.82811 11.34456 0.13
H 2.29833 8.33799 14.06664 0.09
H 2.35430 6.52746 14.16947 0.08
H 1.20887 7.31546 13.10465 0.07
C -0.04314 4.43999 8.29525 -0.03
C 0.12776 4.78297 6.81431 -0.31
C -0.04223 3.61230 5.86781 -0.20
O -0.10548 4.17666 4.58556 -0.21
C -0.19846 3.20798 3.53344 -0.03
N -0.77429 5.86973 6.30580 0.22
H -0.65032 6.79184 6.72335 0.17
H -0.61893 5.95684 5.28676 0.17
H -1.76275 5.62830 6.41622 0.18
H -0.99922 3.98477 8.53822 0.09
H 0.17734 5.32450 8.90153 0.08
H 0.78590 3.77574 8.54044 0.10
H 1.12845 5.18838 6.64978 0.16
H -0.95074 3.04018 6.11461 0.15
H 0.82413 2.94572 5.93874 0.15
H -0.12602 3.70590 2.57087 0.11
H -1.14981 2.67640 3.57736 0.10
H 0.64951 2.52150 3.58766 0.10
C -5.62096 7.41085 11.82473 -0.02
C -4.53210 8.35790 11.40859 -0.31
C -3.61028 8.84537 12.51163 -0.21
O -2.89161 9.92724 11.99693 -0.17
C -1.81865 10.33505 12.82894 -0.07
N -3.67546 7.73318 10.32978 0.23
H -4.24572 7.24701 9.63750 0.17
H -3.02730 8.38050 9.87910 0.17
H -3.09494 7.00512 10.78719 0.11
H -6.29252 7.89926 12.53175 0.10
H -5.24678 6.50563 12.30392 0.09
H -6.27981 7.19917 10.97927 0.10
H -4.93939 9.29183 11.01280 0.17
H -2.90395 8.03497 12.76398 0.12
H -4.21136 9.06399 13.40053 0.15
H -2.11971 10.60783 13.84390 0.09
H -1.36785 11.19576 12.34391 0.11
H -1.08843 9.51616 12.88916 0.09
C -1.20756 10.44790 20.83541 -0.02
C -2.25923 10.60390 19.75850 -0.28
C -1.68316 10.45350 18.36264 -0.19
O -1.10822 9.18054 18.16971 -0.19
C -1.07420 8.82121 16.79900 -0.09
N -3.32230 9.52430 19.95303 0.23
H -3.62060 9.43261 20.92798 0.17
H -4.13280 9.76983 19.38363 0.16
H -3.01253 8.58340 19.68940 0.15
H -0.44843 11.22175 20.74846 0.11
H -0.73406 9.46649 20.79466 0.07
H -1.65867 10.57466 21.82323 0.10
H -2.81911 11.52990 19.87901 0.17
H -0.86972 11.18989 18.29258 0.15
H -2.36778 10.76778 17.56478 0.14
H -2.07076 8.67122 16.36783 0.09
H -0.46328 7.95928 16.54283 0.07
H -0.62109 9.64014 16.21770 0.10
C -3.90672 4.66526 19.20115 -0.09
C -5.17653 4.71537 18.36721 -0.25
C -5.58659 6.10602 17.87092 -0.23
C -5.93681 7.15041 18.94520 -0.26
P -7.53433 7.04990 19.81784 1.00
C -8.81202 7.00685 18.54363 -0.26
C -8.71052 8.13198 17.51090 -0.26
C -10.00595 8.32728 16.72882 -0.26
C -9.92750 9.44042 15.70462 -0.09
C -7.66556 5.61766 20.90294 -0.26
C -6.83946 5.79677 22.18498 -0.24
C -6.98320 4.57364 23.13592 -0.23
C -6.61461 3.27589 22.44901 -0.10
C -7.73563 8.57515 20.74792 -0.30
C -9.07991 8.67386 21.44358 -0.25
C -9.09333 9.39668 22.77602 -0.25
C -8.45253 10.79106 22.76989 -0.08
H -3.99228 5.24600 20.12787 0.05
H -3.03300 5.03060 18.65366 0.07
H -3.70226 3.64751 19.53439 0.09
H -5.99711 4.28851 18.94628 0.09
H -5.01408 4.07662 17.49735 0.08
H -6.37235 5.98112 17.12167 0.11
H -4.73916 6.48794 17.28914 0.10
H -5.87676 8.11668 18.43653 0.09
H -5.16179 7.10721 19.72214 0.07
H -9.77858 6.98480 19.05387 0.11
H -8.69713 6.02439 18.06847 0.11
H -7.85165 7.95266 16.85792 0.10
H -8.51233 9.05740 18.07042 0.11
H -10.83523 8.38549 17.43709 0.12
H -10.22086 7.38644 16.20236 0.12
H -9.93606 10.42063 16.18576 0.08
H -10.77590 9.41788 15.02379 0.09
H -9.01692 9.35904 15.10673 0.07
H -7.27431 4.78597 20.31711 0.07
H -8.71023 5.38815 21.12434 0.12
H -7.18112 6.64890 22.77230 0.10
H -5.78221 5.85967 21.89924 0.10
H -8.03129 4.55813 23.43596 0.12
H -6.31852 4.80505 23.96567 0.12
H -5.62175 3.29439 21.98602 0.07
H -7.33122 3.00525 21.66762 0.07
H -6.63463 2.41781 23.12105 0.09
H -7.56895 9.42650 20.08510 0.10
H -6.91149 8.52566 21.47214 0.09
H -9.51020 7.67096 21.59926 0.11
H -9.85744 9.05155 20.76801 0.13
H -8.60497 8.76218 23.52703 0.11
H -10.11412 9.48330 23.14996 0.13
H -8.99737 11.38004 22.02530 0.09
H -7.46752 10.74921 22.28410 0.05
H -8.40630 11.21084 23.76506 0.09
C -0.33321 5.56037 22.75373 -0.08
C -0.35642 6.34722 21.43855 -0.27
C 0.16928 5.52791 20.26154 -0.25
C 1.66172 5.15426 20.36777 -0.25
P 2.69818 5.84762 19.07504 1.01
C 2.27613 5.20884 17.41697 -0.24
C 1.44378 3.91366 17.46836 -0.25
C 1.32984 3.22105 16.11993 -0.26
C 0.54372 1.89940 16.22211 -0.09
C 4.42922 5.62809 19.46828 -0.28
C 5.11092 4.33062 18.95531 -0.23
C 6.46219 4.14449 19.66963 -0.26
C 7.43888 5.29366 19.50935 -0.10
C 2.36176 7.63000 18.93538 -0.27
C 2.97955 8.49328 20.04083 -0.23
C 2.57127 9.97152 19.92315 -0.26
C 3.65870 10.85532 19.32167 -0.08
H -1.09234 4.77910 22.80055 0.08
H -0.42561 6.23433 23.60211 0.09
H 0.60686 5.01509 22.87538 0.08
H 0.18724 7.29063 21.55440 0.09
H -1.40209 6.61532 21.23902 0.09
H -0.03309 6.06394 19.32665 0.08
H -0.43746 4.62042 20.22804 0.11
H 1.76102 4.06672 20.38411 0.11
H 2.10972 5.47669 21.31302 0.11
H 3.14942 5.04484 16.78761 0.10
H 1.64789 6.00285 17.00257 0.08
H 0.44555 4.13458 17.85530 0.10
H 1.91590 3.23140 18.18106 0.11
H 2.32994 2.98433 15.73905 0.12
H 0.86215 3.82101 15.33127 0.09
H 1.07444 1.20402 16.86879 0.09
H 0.44497 1.50966 15.21128 0.08
H -0.43140 2.11398 16.66062 0.05
H 4.62632 5.84897 20.52096 0.12
H 4.93438 6.45519 18.94870 0.10
H 5.31986 4.47387 17.89500 0.11
H 4.45729 3.50616 19.24434 0.11
H 6.90720 3.23527 19.26206 0.12
H 6.23188 3.93346 20.71706 0.12
H 7.60416 5.54900 18.45892 0.08
H 8.36322 4.99951 20.00019 0.09
H 7.10888 6.23793 19.95256 0.07
H 1.28220 7.77306 18.84465 0.08
H 2.83146 7.84523 17.96682 0.10
H 4.06793 8.43032 19.97528 0.11
H 2.71090 8.05657 21.00701 0.11
H 2.21740 10.33006 20.89429 0.11
H 1.64675 10.03339 19.32875 0.08
H 3.86065 10.49264 18.31012 0.08
H 4.57923 10.75911 19.89545 0.09
H 3.35451 11.89775 19.29090 0.08
N -2.02292 3.89487 13.70214 -0.30
S -2.42993 4.92865 14.90246 0.47
O -3.82538 5.17833 15.04176 -0.27
O -1.51191 5.96112 15.22811 -0.27
F -2.23512 3.84616 16.04759 -0.19
S -1.32924 4.76719 12.56354 0.49
O 0.03572 5.11859 12.73914 -0.26
O -2.22176 5.73242 11.95991 -0.32
F -1.27287 3.63081 11.46438 -0.17
```


(3)
Below is the ion C12H19FN with charge +1, with properties calculated with ωB97M-V/def2-TZVPD.

Summary:
SMILES: C[C@H]1CCC[C@H]2[C@H]1[N+](C)=CC=C[C@@H]2F
Net charge: +1
Energy relative to the best compared isomer or geometry (same formula, charge and spin) (kcal per mole): 0.0
Frontier orbital gap (Eh): 0.3299
Spin multiplicity: 1
LUMO (eV): -4.91
E_HOMO (eV): -13.9

Structure (XYZ):
```
33
Properties=species:S:1:pos:R:3:nbo_charge:R:1
C -1.30287 0.38116 -1.51118 -0.63
C -1.30022 0.14200 -0.01807 -0.19
C -2.01045 -1.15323 0.26322 -0.41
C -1.08850 -2.37861 -0.13236 -0.42
C 0.35298 -2.28002 0.39501 -0.40
C 0.99415 -0.92720 -0.06010 -0.25
C 0.18051 0.21713 0.62977 -0.06
N 0.68182 1.56952 0.52536 -0.26
C -0.18519 2.42387 1.32969 -0.42
C 1.71284 1.99174 -0.15451 0.24
C 2.57592 1.27794 -0.96293 -0.34
C 3.02304 0.07766 -0.73006 -0.02
C 2.42886 -0.76128 0.34014 0.14
F 3.11777 -1.98693 0.42794 -0.35
H -0.82862 1.31992 -1.79199 0.20
H -2.42049 0.46014 -1.76305 0.24
H -0.93254 -0.35914 -2.09131 0.21
H -1.88477 0.89662 0.55874 0.21
H -2.79886 -1.21800 -0.45488 0.23
H -2.33435 -1.06907 1.29574 0.22
H -1.04846 -2.39490 -1.25050 0.21
H -1.45811 -3.34485 0.35758 0.25
H 0.47652 -2.47535 1.57702 0.22
H 1.09873 -3.02689 0.01939 0.25
H 1.11690 -0.85386 -1.13864 0.22
H 0.05633 -0.14628 1.69666 0.24
H -1.11918 2.52037 0.81593 0.23
H -0.37978 1.86524 2.20981 0.23
H 0.23322 3.47556 1.58649 0.25
H 1.66207 3.05983 -0.31827 0.23
H 2.88023 1.87878 -1.80339 0.26
H 3.65212 -0.45419 -1.44488 0.26
H 2.52305 -0.45264 1.37600 0.20
```


(4)
Below is a structure of composition C7H8O7Rb, with properties calculated with ωB97M-V/def2-TZVPD.

Summary:
Net charge: 0
Energy relative to the best compared isomer or geometry (same formula, charge and spin) (kcal per mole): 0.0
Frontier orbital gap (alpha / beta) (Eh): 0.2193 / 0.2241
Spin multiplicity: 2
LUMO (alpha / beta) (eV): -0.42 / -0.42
E_HOMO (alpha / beta) (eV): -6.4 / -6.5

Structure (XYZ):
```
23
Properties=species:S:1:pos:R:3:lowdin_charge:R:1
O 2.78096 3.16851 1.14439 0.21
C 2.75133 3.53111 2.24582 -0.41
O 2.69290 3.93176 3.33118 0.20
Rb -2.16664 -1.65386 1.33721 0.98
O 0.36664 -1.67706 -1.04080 0.03
O -0.08489 -0.19668 -2.72062 0.01
C -1.49409 -0.47255 -2.73381 -0.16
C -2.27969 0.42169 -1.77597 -0.46
O -2.07336 0.15025 -0.45131 -0.57
C 0.73120 -0.87802 -1.92261 -0.44
H -1.80058 -0.29102 -3.77263 0.12
H -1.65366 -1.53451 -2.49357 0.12
H -3.34386 0.29007 -2.08707 0.09
H -2.02649 1.47397 -2.04662 0.10
O 2.50646 0.15880 -3.19678 0.05
C 3.93733 0.26865 -3.10675 -0.10
C 4.30456 -0.92146 -2.22621 -0.10
O 3.08349 -1.16511 -1.50431 0.05
C 2.09726 -0.59940 -2.18660 -0.26
H 4.35469 0.21564 -4.11647 0.13
H 4.18130 1.23277 -2.64248 0.13
H 5.09917 -0.70794 -1.50621 0.13
H 4.54612 -1.81977 -2.80859 0.13
```


no.,maximum force (hartree/bohr)
1,0.00469
2,0.05978
3,0.09239
4,0.03750